1.
Formula: C6H14NO
Source: the OMol25 dataset
Level of theory: the ωB97M-V functional and the def2-TZVPD basis

```
22
C6H14NO | the OMol25 dataset | the ωB97M-V functional and the def2-TZVPD basis
C 2.708 1.578 0.022
C 3.324 0.223 0.036
C 1.791 0.373 -0.155
C -2.353 0.258 0.842
C -2.493 -1.384 -0.917
C 0.869 -0.077 0.786
N -1.932 -0.094 -0.493
O 0.061 -0.972 0.357
H 2.647 2.151 0.892
H 3.000 2.220 -0.787
H 3.987 0.016 -0.775
H 3.651 0.046 1.104
H 1.396 -0.011 -1.216
H -1.856 1.193 1.223
H -3.443 0.216 0.872
H -1.954 -0.582 1.407
H -3.545 -1.410 -0.682
H -2.489 -1.460 -1.981
H -1.955 -2.257 -0.584
H 0.785 0.343 1.740
H -2.084 0.763 -1.109
H -0.116 -1.133 -0.583
```

Results
- spin multiplicity = 3
- frontier orbital gap (alpha / beta) (Ha) = 0.2457 / 0.2108
- E_HOMO (alpha / beta) (eV) = -9.97 / -13.70
- charge = +1
- LUMO energy (alpha / beta) (eV) = -3.279 / -7.969



2.
Formula: C6H14NO
Source: the OMol25 dataset
Level of theory: the ωB97M-V functional and the def2-TZVPD basis

```
22
C6H14NO | the OMol25 dataset | the ωB97M-V functional and the def2-TZVPD basis
C 1.530 0.265 1.779
C 0.790 1.207 2.450
C -0.543 -2.207 -0.162
C 0.563 1.221 -1.342
C -1.691 0.518 -0.613
C 0.176 -1.029 -0.904
N -0.249 0.272 -0.509
O 2.128 -0.445 1.179
H 1.312 1.542 3.377
H 0.526 2.001 1.769
H -0.051 0.564 2.896
H -0.159 -2.261 0.902
H -1.571 -2.323 -0.403
H -0.007 -3.085 -0.606
H 1.671 1.270 -1.009
H 0.522 0.816 -2.446
H 0.020 2.240 -1.338
H -1.764 1.504 -1.126
H -2.092 -0.172 -1.318
H -2.234 0.531 0.285
H -0.091 -1.259 -1.919
H 1.215 -1.168 -0.942
```

Results
- spin multiplicity = 3
- frontier orbital gap (alpha / beta) (Ha) = 0.2130 / 0.3260
- E_HOMO (alpha / beta) (eV) = -8.52 / -16.61
- charge = +1
- LUMO energy (alpha / beta) (eV) = -2.726 / -7.741



Tell me which of them is the least stable. Sure, it is 1.